Record 1
# C26H24CaN6OS2Se

C26H24CaN6OS2Se as an isolated structure in a non-equilibrium geometry (ωB97M-V with the def2-TZVPD basis set, OMol25).

XYZ file:
```
61
Properties=species:S:1:pos:R:3:forces:R:3:mulliken_charge:R:1
Ca -0.59675 0.21074 -1.79109 1.470 1.513 -1.599 1.914
C -1.40399 -2.48239 1.67525 -0.129 -0.008 0.040 -1.644
C -1.60877 -1.33526 0.72893 -0.133 0.206 0.180 0.842
N -0.60096 -0.71071 0.22328 0.442 -0.409 0.722 -0.014
N 0.65079 -1.10955 0.72380 0.050 0.115 0.101 -0.640
C 1.72594 -0.70963 0.11900 -0.333 -0.226 0.216 0.445
S 1.98891 0.12196 -1.39341 0.677 0.015 0.597 -0.714
S 3.18453 -1.19190 1.06676 -0.088 -0.015 -0.178 -0.131
C 3.96034 0.44856 1.21767 -0.032 -0.060 -0.024 -1.157
C 3.31516 1.28757 2.28506 -0.012 -0.047 -0.017 0.608
C 2.15093 1.99652 2.00029 -0.063 0.060 0.051 0.320
C 1.51197 2.73655 2.98527 0.039 -0.020 -0.003 -0.932
C 2.03169 2.78082 4.27229 0.048 -0.037 -0.014 -0.440
C 3.19107 2.07436 4.56711 -0.027 -0.002 -0.055 -0.550
C 3.82450 1.33152 3.57949 0.014 0.029 -0.016 -0.458
C -2.99617 -0.86730 0.43667 0.183 -0.099 0.006 0.660
C -3.93633 -0.96277 1.46951 0.031 0.014 0.017 -0.911
C -5.23373 -0.51277 1.32658 -0.008 0.014 -0.030 -0.777
C -5.63288 0.01583 0.10089 0.034 -0.019 0.005 -0.434
C -4.73708 0.10401 -0.94521 -0.026 0.055 0.093 -0.476
C -3.40036 -0.30364 -0.80383 0.149 -0.221 -0.188 0.489
O -2.57575 -0.21460 -1.83495 -1.945 -0.278 0.324 -1.179
H -0.62036 -3.13397 1.29700 0.022 -0.018 -0.019 0.376
H -2.32146 -3.04990 1.80819 0.015 0.012 0.015 0.467
H -1.05196 -2.11115 2.64053 -0.004 -0.011 -0.008 0.364
H 3.87793 0.91281 0.23499 0.115 0.043 0.027 0.341
H 5.01106 0.25324 1.42860 0.005 0.048 0.047 0.501
H 1.73384 1.95227 1.00101 0.010 -0.016 -0.008 0.257
H 0.60073 3.27358 2.74908 0.012 -0.006 0.002 0.442
H 1.53465 3.35801 5.04164 0.005 -0.010 -0.001 0.382
H 3.59939 2.09645 5.56990 0.002 0.008 -0.015 0.366
H 4.72471 0.77331 3.81459 -0.029 0.020 0.006 0.372
H -3.62410 -1.37816 2.41978 -0.026 0.001 -0.003 0.443
H -5.92803 -0.57628 2.15341 0.002 -0.018 -0.010 0.401
H -6.65478 0.34817 -0.03883 0.018 0.003 0.002 0.383
H -5.03859 0.49190 -1.91037 0.000 -0.003 -0.002 0.444
C 1.52049 3.77889 -1.28454 0.007 -0.089 -0.058 -0.832
C 0.04452 3.73501 -1.47523 -0.172 0.064 -0.012 0.283
N -0.72359 2.68746 -1.71108 -0.167 0.207 -0.065 -0.286
C -2.02048 3.17469 -1.83199 0.062 -0.224 0.016 -0.411
C -2.03008 4.51665 -1.66427 0.174 0.050 0.018 -0.625
N -0.71201 4.85669 -1.43940 -0.079 0.118 0.013 -0.042
H 1.91618 2.76651 -1.21109 -0.037 0.042 0.005 -0.079
H 1.77599 4.32660 -0.37565 0.004 -0.028 -0.007 0.363
H 2.00162 4.27574 -2.13047 -0.021 -0.008 0.027 0.386
H -2.85211 2.51340 -2.01978 0.045 -0.004 0.021 0.381
H -2.82394 5.24190 -1.67896 0.028 -0.013 0.006 0.415
H -0.36114 5.78364 -1.26991 0.002 -0.029 -0.001 0.187
Se -1.95365 -2.78216 -2.20851 -0.500 -0.334 -0.042 0.441
N -0.35860 -2.09682 -2.62901 -0.114 -0.498 0.001 -0.635
C 0.50832 -3.10320 -2.58816 0.105 0.096 -0.035 0.969
C 1.90937 -2.98924 -2.86252 -0.082 -0.074 0.005 -0.655
C 2.67855 -4.09781 -2.76388 0.010 -0.115 0.017 -0.664
C 2.13404 -5.37910 -2.40214 0.089 0.060 -0.033 -0.506
C 0.81742 -5.53702 -2.14326 -0.061 0.072 0.006 -0.705
C -0.04217 -4.39269 -2.23045 0.073 -0.078 -0.041 0.811
N -1.34364 -4.42051 -2.00427 0.188 0.059 -0.105 -0.835
H 2.32599 -2.02776 -3.11599 -0.009 0.036 -0.004 0.447
H 3.74075 -4.02293 -2.96009 -0.012 -0.017 0.012 0.397
H 2.80016 -6.23100 -2.34177 -0.001 0.040 -0.005 0.388
H 0.39192 -6.49511 -1.87646 -0.018 0.032 0.003 0.449
```
Forces are in eV/Å.

Calculated values
* E_LUMO: -0.7 eV
* Kohn-Sham gap: 0.2533 hartree
* E_tot: -5284.47177 Eh
* max |F|: 2.65 eV/Å
* highest occupied orbital energy: -7.6 eV
* net charge: 0

***

Record 2
# C5H4ClN3

One molecule with the formula C5H4ClN3 in a non-equilibrium geometry (ωB97M-V with the def2-TZVPD basis set, OMol25).

XYZ file:
```
13
Properties=species:S:1:pos:R:3:forces:R:3:mulliken_charge:R:1
N 2.61570 -1.18819 -1.18844 0.430 -0.297 -0.069 -0.463
C 1.85641 -0.75695 -0.43904 1.079 -0.714 -1.286 0.492
N 0.97577 -0.17157 0.31454 -3.593 -2.177 3.041 -0.137
C 0.56468 1.13108 -0.06508 -1.498 1.793 -1.759 -0.388
C -0.87527 1.21035 -0.49423 -0.752 0.788 0.271 -0.061
N -1.79964 0.37252 -0.27506 -0.381 -0.065 0.120 -0.530
C -1.47216 -0.81912 0.43604 -0.727 -0.488 -0.541 -0.221
C -0.24299 -1.13534 0.74920 3.136 1.174 -0.632 0.279
Cl 0.15522 -2.62463 1.49651 0.431 0.463 -0.091 -0.147
H 1.06666 1.41014 -1.04296 0.158 0.194 1.585 0.319
H 0.49013 1.94645 0.70658 1.406 -0.739 -0.266 0.248
H -1.11788 2.25870 -0.86290 -0.037 -1.509 -0.042 0.320
H -2.21664 -1.63344 0.66484 0.349 1.578 -0.331 0.289
```
Forces are in eV/Å.

Calculated values
* E_LUMO: 0.0 eV
* Kohn-Sham gap: 0.3446 hartree
* SMILES: N#CN1CC=NC=C1Cl
* relative energy (zero: lowest compared OMol25 entry of this formula, charge and spin): 39.6 kcal per mole
* E_tot: -817.28662 Eh
* max |F|: 5.19 eV/Å
* highest occupied orbital energy: -9.3 eV
* net charge: 0

***

Record 3
# C6H9N

C6H9N as an isolated structure in a non-equilibrium geometry (ωB97M-V with the def2-TZVPD basis set, OMol25).

XYZ file:
```
16
Properties=species:S:1:pos:R:3:forces:R:3:mulliken_charge:R:1
C 0.32034 0.79805 -1.61054 -0.375 -1.222 -1.176 0.054
C 0.89677 -0.61571 -1.60703 -0.643 1.828 0.517 -0.840
C -0.05415 -0.04984 -0.48765 -1.977 -3.156 1.252 0.807
C 0.62674 0.95246 0.35783 1.236 -0.110 -0.481 0.406
C -1.40055 -0.71256 -0.12588 -0.573 0.722 -2.965 -1.290
C 0.98903 1.08103 1.81986 -1.261 1.662 -0.659 -1.066
N 1.07549 1.58919 -0.66470 1.317 3.099 0.673 -0.782
H -0.34103 1.10968 -2.43094 0.563 0.419 0.612 0.311
H 0.26614 -1.18562 -2.23578 -0.152 -1.077 -0.765 0.288
H 1.98143 -0.76883 -1.69241 -0.543 -0.038 0.798 0.295
H -1.34854 -1.69589 0.31056 0.249 -0.255 0.330 0.307
H -1.98801 -0.84072 -1.14563 0.916 0.189 2.060 0.276
H -1.98583 -0.03094 0.50774 0.122 -0.288 -0.172 0.340
H 0.17050 1.72468 2.34618 1.496 -1.046 -0.834 0.254
H 1.97553 1.61805 1.85450 -0.919 -0.786 0.409 0.328
H 0.91776 0.07823 2.23045 0.545 0.058 0.401 0.312
```
Forces are in eV/Å.

Calculated values
* E_LUMO: 1.0 eV
* Kohn-Sham gap: 0.3631 hartree
* relative energy (zero: lowest compared OMol25 entry of this formula, charge and spin): 81.0 kcal per mole
* E_tot: -288.65304 Eh
* max |F|: 3.93 eV/Å
* highest occupied orbital energy: -8.9 eV
* net charge: 0

***

Look up the highest occupied orbital energy of the first one.
-7.6 eV

***

Which value of highest occupied orbital energy does entry 2 give?
-9.3 eV